ORCA calculation (the ωB97M-V functional and the def2-TZVPD basis) on a single C4H7NO4 molecule at a distorted geometry.

Values from the calculation:
SMILES: CC(=O)[C@](N)(O)C(=O)O
HOMO (eV): -10.2
Max |F| (eV/A): 2.739

Each line ends with the Mulliken charge.
Positions of all 16 atoms, in Å:
C: 1.2531 -0.1929 1.1399  -1.064
C: 0.7618 1.1448 0.5306  0.525
O: 1.2373 2.2089 0.7783  -0.513
C: -0.5955 0.9269 -0.3765  0.763
N: -0.3888 -0.3018 -1.1045  -0.735
O: -0.9758 1.9851 -1.2388  -0.567
C: -1.8711 0.6685 0.5198  0.349
O: -2.7398 1.4562 0.8485  -0.544
O: -1.8190 -0.6304 0.9446  -0.501
H: 1.6203 -0.2181 2.1743  0.317
H: 0.6455 -1.0362 0.9521  0.342
H: 2.0648 -0.3521 0.4860  0.341
H: -1.2057 -0.4401 -1.6770  0.223
H: 0.4141 -0.3509 -1.6929  0.223
H: -0.8148 2.7599 -0.7190  0.369
H: -1.1691 -0.9255 0.2794  0.473

ORCA calculation (the ωB97M-V functional and the def2-TZVPD basis) on a single C2H5N3OS molecule at a distorted geometry.

Values from the calculation:
SMILES: [H]/N=C(\NN)OC=S
HOMO (eV): -9.0
Max |F| (eV/A): 1.476

Each line ends with the Mulliken charge.
Positions of all 12 atoms, in Å:
H: 1.0106 -0.4493 2.2104  0.212
N: 1.2974 -0.4800 1.2285  -0.724
C: 0.2681 -0.2259 0.5253  0.736
N: -1.0188 -0.5241 0.7688  -0.029
N: -2.1812 -0.1790 0.0566  -0.711
O: 0.3577 0.3359 -0.7542  -0.263
C: 1.5626 0.6739 -1.2647  -0.079
S: 1.6917 1.4078 -2.6809  -0.260
H: -1.1859 -1.1657 1.5120  0.209
H: -2.1583 -0.6438 -0.8672  0.290
H: -2.0820 0.8164 -0.1463  0.300
H: 2.4382 0.4338 -0.5882  0.318

ORCA calculation (the ωB97M-V functional and the def2-TZVPD basis) on a molecular structure, C4H7OYb at a distorted geometry.

Values from the calculation:
Total charge: +2
2S+1: 2
<S²>: 0.75
HOMO (alpha / beta) (eV): -14.0 / -18.4
Max |F| (eV/A): 2.030

Each line ends with the Löwdin spin population.
Positions of all 13 atoms, in Å:
C: 0.5706 -0.2154 -0.9649  0.118
C: -0.1419 0.2829 0.3012  0.030
C: 0.0667 -0.5978 1.4638  0.007
O: -0.8052 -0.9051 2.2830  0.004
Yb: -3.0097 -1.0488 3.0781  0.001
H: 1.6342 -0.4170 -0.7349  0.031
H: -1.2095 0.4789 0.1454  0.005
H: 0.0958 -1.1390 -1.3278  0.002
H: 0.4589 1.1466 0.7494  0.001
C: 0.4367 0.8880 -1.9494  0.722
H: 0.6536 1.9203 -1.6700  0.038
H: 0.1879 0.6658 -2.9859  0.039
H: 1.0618 -1.0593 1.6121  0.000

ORCA calculation (the ωB97M-V functional and the def2-TZVPD basis) on 2 unconnected molecules or ions with the total composition C2H7N4O6 at a distorted geometry.

Values from the calculation:
Total charge: +1
HOMO (eV): -15.4
Max |F| (eV/A): 2.569

Each line ends with the Mulliken charge.
Positions of all 19 atoms, in Å:
C: -0.5483 0.1039 0.3126  -0.815
C: 0.1282 0.0660 -1.0801  0.671
N: -0.4945 0.9574 -1.8312  -0.325
N: 3.0937 1.4111 0.3599  1.024
N: 4.0709 -1.0355 -0.1345  1.135
N: 0.1905 -0.8645 1.0803  -0.090
O: 3.2532 2.5441 0.0315  -0.470
O: 4.0391 0.4886 -0.2313  -0.333
O: 2.2102 0.9495 1.0492  -0.468
O: 4.8716 -1.5075 -0.8613  -0.445
O: 1.1540 -0.6027 -1.1924  -0.545
O: 3.2751 -1.4713 0.6067  -0.445
H: -1.5486 -0.0840 0.4638  0.554
H: -0.3379 1.0042 0.8611  0.382
H: -1.4446 1.2899 -1.7143  0.223
H: -0.0510 1.2548 -2.6562  0.249
H: 0.3651 -0.8191 2.0702  0.354
H: 1.0770 -0.7660 0.6202  -0.025
H: -0.1932 -1.7983 0.9224  0.367

ORCA calculation (the ωB97M-V functional and the def2-TZVPD basis) on a single C24H25N3O5S molecule at a distorted geometry.

Values from the calculation:
SMILES: CCN(C(=O)COC(=O)c1cn(-c2ccccc2)nc1-c1ccccc1)[C@@H]1CCS(=O)(=O)C1
HOMO (eV): -8.5
Max |F| (eV/A): 1.102

Each line ends with the Mulliken charge.
Positions of all 58 atoms, in Å:
C: -3.2121 -2.1162 -0.4340  -1.699
C: -2.1941 -0.9861 -0.2765  -0.421
N: -2.7474 0.1511 0.4459  0.896
C: -3.3260 1.1914 -0.2103  0.700
O: -4.2235 1.8616 0.2612  -0.698
C: -2.7713 1.5642 -1.5921  -0.773
O: -1.3915 1.2906 -1.7597  -0.288
C: -0.5549 1.8764 -0.8790  0.277
O: -0.9142 2.7579 -0.1280  -0.776
C: 0.7692 1.2850 -0.8648  0.432
C: 1.7701 1.6601 0.0180  -0.776
N: 2.7556 0.7566 -0.0876  1.051
C: 3.9680 0.6963 0.6087  1.243
C: 4.3618 1.7089 1.4771  -0.413
C: 5.5699 1.6077 2.1428  -0.762
C: 6.3903 0.5091 1.9493  -0.492
C: 5.9973 -0.4972 1.0819  -0.643
C: 4.7925 -0.4083 0.4123  -0.529
N: 2.4509 -0.1947 -0.9769  -1.259
C: 1.2641 0.0906 -1.4670  0.183
C: 0.6276 -0.7864 -2.4450  0.666
C: 0.0424 -0.2847 -3.6035  0.001
C: -0.5717 -1.1426 -4.4974  -0.825
C: -0.6056 -2.5048 -4.2477  -0.441
C: -0.0074 -3.0113 -3.1053  -0.697
C: 0.6114 -2.1590 -2.2102  -0.569
C: -3.1095 -0.0233 1.8604  -0.102
C: -2.8952 1.2792 2.6629  -1.324
C: -1.4116 1.5777 2.7024  -0.247
S: -0.6594 -0.0778 2.7616  0.935
O: 0.2004 -0.3124 1.6289  -0.444
O: -0.0870 -0.3363 4.0558  -0.775
C: -2.2202 -1.0233 2.5717  -1.250
H: -4.1012 -1.7494 -0.9432  0.332
H: -2.7713 -2.9070 -1.0353  0.440
H: -3.5182 -2.5363 0.5207  0.337
H: -1.9004 -0.6649 -1.2721  0.128
H: -1.2840 -1.3233 0.2219  0.453
H: -3.2853 1.0099 -2.3811  0.381
H: -2.9701 2.6348 -1.7131  0.398
H: 1.7883 2.4920 0.6898  0.447
H: 3.7379 2.5733 1.6378  0.306
H: 5.8717 2.3952 2.8170  0.367
H: 7.3315 0.4384 2.4729  0.383
H: 6.6323 -1.3565 0.9271  0.373
H: 4.4663 -1.1793 -0.2664  0.396
H: 0.0777 0.7749 -3.8048  0.465
H: -1.0236 -0.7480 -5.3960  0.414
H: -1.0908 -3.1708 -4.9463  0.419
H: -0.0227 -4.0747 -2.9143  0.412
H: 1.0797 -2.5381 -1.3151  0.452
H: -4.1699 -0.3073 1.9239  0.407
H: -3.4557 2.0990 2.2171  0.544
H: -3.2763 1.1108 3.6720  0.482
H: -1.0672 2.0838 1.8049  -0.025
H: -1.1038 2.1188 3.5899  0.592
H: -2.5883 -1.2186 3.5745  0.451
H: -2.0253 -1.9567 2.0622  0.463

ORCA calculation (the ωB97M-V functional and the def2-TZVPD basis) on 2 unconnected molecules or ions with the total composition C35H54N2O2P at a distorted geometry.

Values from the calculation:
Total charge: +1
HOMO (eV): -10.4
Max |F| (eV/A): 3.509

Each line ends with the Mulliken charge.
Positions of all 94 atoms, in Å:
C: 2.2898 6.4354 1.0162  -1.393
C: 2.3973 4.9225 1.1457  -0.239
C: 1.6976 4.1717 0.0088  -0.668
C: 1.8178 2.6621 0.1200  -0.060
P: 3.5579 2.0957 -0.0446  0.058
C: 3.2558 0.2885 0.1820  -0.798
C: 3.9150 -0.2157 1.4524  -0.654
C: 5.4438 -0.1115 1.4256  -0.130
C: 6.1014 -0.6466 2.6899  -1.475
C: 3.6283 2.1104 -1.8776  -0.727
C: 4.9961 1.6717 -2.3635  -0.429
C: 5.1186 1.5905 -3.8926  -0.621
C: 4.2086 0.5397 -4.5120  -1.084
H: 2.7977 6.9536 1.8340  0.391
H: 2.7345 6.7863 0.0821  0.325
H: 1.2471 6.7613 1.0202  0.318
H: 3.4537 4.6232 1.1800  0.274
H: 1.9752 4.5969 2.1062  0.288
H: 0.6374 4.4631 -0.0195  0.412
H: 2.1108 4.5079 -0.9512  0.225
H: 1.4464 2.3117 1.0856  0.569
H: 1.2327 2.1561 -0.6516  -0.540
H: 2.1761 0.1155 0.1926  0.246
H: 3.6450 -0.2414 -0.6896  0.564
H: 3.5292 0.3462 2.3138  0.254
H: 3.6271 -1.2612 1.6356  0.433
H: 5.8282 -0.6494 0.5482  0.249
H: 5.7313 0.9369 1.2676  0.348
H: 7.1896 -0.5446 2.6603  0.378
H: 5.7482 -0.1149 3.5763  0.347
H: 5.8766 -1.7056 2.8369  0.339
H: 2.8391 1.4575 -2.2553  0.187
H: 3.3986 3.1210 -2.2207  0.434
H: 5.7555 2.3562 -1.9568  0.394
H: 5.2414 0.6912 -1.9338  0.162
H: 4.9046 2.5752 -4.3299  0.319
H: 6.1629 1.3768 -4.1636  0.354
H: 4.3730 0.4367 -5.5879  0.384
H: 4.3748 -0.4411 -4.0607  0.276
H: 3.1551 0.7887 -4.3690  0.238
C: -3.5201 1.8446 -7.2825  -0.816
O: -2.5023 2.4738 -6.5445  -0.418
C: -2.3612 2.0194 -5.2292  0.849
C: -1.3808 2.6303 -4.4343  -0.792
C: -1.1745 2.2550 -3.1319  -0.360
C: -1.9433 1.2309 -2.5445  0.894
C: -1.7232 0.8463 -1.1951  -0.656
C: -2.4076 -0.1835 -0.5748  0.383
C: -2.2399 -0.5998 0.7223  0.023
N: -2.9540 -1.6359 1.2737  0.517
C: -2.8055 -2.1282 2.6793  0.042
C: -1.4112 -2.7037 2.9369  -0.835
C: -1.2118 -3.2152 4.3342  0.484
C: -0.9478 -4.5578 4.5680  -0.276
C: -0.7889 -5.0315 5.8538  -0.699
C: -0.8914 -4.1691 6.9243  -0.400
C: -1.1411 -2.8312 6.7065  -0.791
C: -1.2956 -2.3575 5.4202  -0.227
C: -3.8825 -3.1829 2.8911  0.259
O: -4.1217 -3.7829 3.9172  -0.662
N: -4.5307 -3.3350 1.6860  0.238
C: -5.6148 -4.2910 1.5419  -0.999
C: -4.0619 -2.4109 0.6110  0.154
C: -5.2184 -1.4918 0.2360  -1.570
C: -3.5360 -3.2326 -0.5607  -1.570
C: -2.9261 0.6167 -3.3507  -0.944
C: -3.1287 1.0001 -4.6512  -0.696
H: -3.5472 2.2912 -8.2762  0.239
H: -3.3063 0.7801 -7.3791  0.345
H: -4.4836 2.0027 -6.7979  0.351
H: -0.7892 3.4115 -4.8768  0.486
H: -0.4156 2.7415 -2.5445  0.489
H: -0.9855 1.3817 -0.6276  0.576
H: -3.1283 -0.7068 -1.1679  -0.694
H: -1.5212 -0.0988 1.3460  0.683
H: -3.0018 -1.2886 3.3589  0.413
H: -1.2414 -3.5185 2.2269  0.409
H: -0.6462 -1.9542 2.7129  0.452
H: -0.8792 -5.2385 3.7365  0.342
H: -0.5865 -6.0763 6.0232  0.388
H: -0.7772 -4.5385 7.9300  0.397
H: -1.2174 -2.1532 7.5407  0.399
H: -1.4949 -1.3132 5.2517  0.378
H: -5.7215 -4.8576 2.4646  0.382
H: -6.5522 -3.7774 1.3404  0.322
H: -5.4060 -4.9834 0.7290  0.321
H: -5.6015 -1.0025 1.1303  0.386
H: -4.9289 -0.7159 -0.4673  0.398
H: -6.0282 -2.0649 -0.2106  0.467
H: -2.7784 -3.9338 -0.2150  0.355
H: -4.3414 -3.8039 -1.0171  0.483
H: -3.0863 -2.6171 -1.3352  0.385
H: -3.5435 -0.1667 -2.9500  0.322
H: -3.8897 0.5065 -5.2292  0.449

ΔE to the lowest compared entry with this formula, charge and spin (kJ/mol)
170.2 258.7 0.0 0.0 236.0 0.0